[1]
CH5NO2P | the ωB97M-V functional and the def2-TZVPD basis

The geometry in XYZ format:
```
10
Properties=species:S:1:pos:R:3:lowdin_charge:R:1
C -1.370 0.550 -0.925 -0.29
N 1.764 0.396 0.854 -0.02
O -0.933 -1.475 0.967 -0.45
O -0.105 -1.946 -1.434 -0.44
P -0.775 -0.982 -0.473 0.36
H -1.168 0.977 -1.876 -0.06
H 1.439 1.368 1.015 0.01
H -1.467 1.242 -0.078 -0.04
H 1.615 0.005 1.725 -0.05
H 1.000 -0.134 0.224 -0.01
```

Calculated values
- Total energy: -587.75588 a.u.
- ΔE to the lowest compared entry with this formula, charge and spin: 174.3 kJ/mol
- Charge: -1
- Highest occupied orbital energy: -3.850 eV

[2]
C36H36IKN5O4S | the ωB97M-V functional and the def2-TZVPD basis

The geometry in XYZ format:
```
84
Properties=species:S:1:pos:R:3:lowdin_charge:R:1
K -0.081 1.103 -0.967 0.81
C 5.989 -1.863 2.989 -0.07
C 4.724 -1.573 2.229 -0.29
C 3.945 -2.552 1.687 -0.02
C 2.761 -2.259 0.967 -0.12
C 2.031 -3.319 0.396 -0.01
N 0.941 -3.208 -0.311 0.07
C 0.316 -4.323 -1.012 -0.20
C -1.101 -4.631 -0.543 -0.16
C -2.186 -3.617 -0.919 -0.17
N -2.177 -2.417 -0.083 0.08
C -2.684 -2.401 1.122 -0.02
C -2.684 -1.321 2.020 -0.12
C -3.232 -1.484 3.320 -0.01
C -3.173 -0.496 4.254 -0.28
C -3.764 -0.641 5.629 -0.07
C -2.518 0.716 3.885 0.01
C -1.988 0.960 2.653 -0.10
C -1.329 2.260 2.393 -0.10
N -1.024 2.677 1.242 0.04
C -0.435 3.995 1.078 -0.21
C 0.578 4.022 -0.071 -0.19
C 1.978 3.518 0.277 -0.22
N 2.036 2.067 0.406 0.02
C 2.925 1.573 1.153 -0.11
C 3.186 0.132 1.328 -0.10
C 4.306 -0.231 2.020 0.00
C 2.308 -0.901 0.781 -0.30
O 1.229 -0.644 0.213 -0.09
C -2.069 -0.077 1.625 -0.31
O -1.612 0.078 0.480 -0.13
H 6.100 -2.934 3.163 0.07
H 5.996 -1.366 3.961 0.07
H 6.873 -1.522 2.445 0.08
H 4.232 -3.594 1.804 0.11
H 2.401 -4.333 0.544 0.13
H 0.673 -2.238 -0.543 0.10
H 0.947 -5.202 -0.864 0.11
H 0.306 -4.039 -2.073 0.04
H -1.122 -4.788 0.541 0.11
H -1.380 -5.580 -1.009 0.11
H -3.164 -4.087 -0.795 0.12
H -2.080 -3.296 -1.954 0.06
H -1.770 -1.535 -0.417 0.12
H -3.138 -3.335 1.450 0.14
H -3.699 -2.434 3.569 0.11
H -4.043 -1.677 5.826 0.07
H -4.660 -0.028 5.752 0.08
H -3.056 -0.335 6.402 0.07
H -2.437 1.501 4.635 0.12
H -1.135 2.868 3.293 0.12
H 0.017 4.364 2.013 0.11
H -1.257 4.673 0.823 0.12
H 0.675 5.048 -0.432 0.11
H 0.194 3.430 -0.905 0.05
H 2.351 4.018 1.185 0.11
H 2.641 3.792 -0.548 0.12
H 3.608 2.225 1.723 0.12
H 4.925 0.566 2.427 0.12
O 0.971 2.457 -3.407 -0.08
C 0.449 1.322 -3.620 -0.73
O -0.692 0.991 -3.242 -0.22
C 1.298 0.245 -4.284 -0.15
C 2.418 0.695 -4.979 -0.06
C 3.294 -0.164 -5.623 -0.13
C 3.046 -1.528 -5.546 -0.14
C 1.950 -1.996 -4.845 -0.17
C 1.030 -1.153 -4.194 -0.61
S -0.326 -1.946 -3.362 0.52
H 2.583 1.765 -4.986 0.10
H 4.151 0.218 -6.165 0.08
H 3.713 -2.234 -6.030 0.08
H 1.764 -3.063 -4.789 0.07
I -6.153 3.756 0.699 0.81
C -4.627 3.553 -0.710 -0.73
C -4.515 4.440 -1.769 -0.16
C -3.474 4.256 -2.662 -0.05
C -2.592 3.199 -2.464 -0.10
N -2.707 2.362 -1.438 0.08
C -3.701 2.529 -0.576 -0.22
H -5.223 5.250 -1.891 0.09
H -3.344 4.923 -3.505 0.10
H -1.760 2.985 -3.128 0.10
H -3.748 1.833 0.254 0.09
```

Calculated values
- Total energy: -3264.09078 a.u.
- ΔE to the lowest compared entry with this formula, charge and spin: 0.9 kJ/mol
- Charge: -1
- Highest occupied orbital energy: -3.112 eV

[3]
C31H31BF4O2S2 | the ωB97M-V functional and the def2-TZVPD basis

The geometry in XYZ format:
```
71
Properties=species:S:1:pos:R:3:lowdin_charge:R:1
F -4.027 3.074 0.129 0.09
C -3.883 1.728 0.122 -0.22
C -4.996 0.908 0.070 0.12
C -4.860 -0.469 0.061 -0.22
F -5.953 -1.261 -0.027 0.09
C -3.605 -1.027 0.126 0.07
C -2.458 -0.225 0.175 -0.20
C -1.178 -0.847 0.207 0.08
C 0.027 -0.191 0.105 -0.04
C 1.232 -0.854 0.111 0.08
C 2.519 -0.244 0.049 -0.18
C 3.662 -1.055 -0.001 0.07
C 4.923 -0.505 -0.028 -0.23
F 6.012 -1.304 -0.057 0.09
C 5.071 0.869 -0.009 0.11
C 3.963 1.695 0.033 -0.23
F 4.117 3.037 0.064 0.09
C 2.700 1.146 0.057 0.07
C -2.626 1.169 0.169 0.07
H -5.975 1.347 0.014 0.14
H -3.512 -2.098 0.112 0.14
H -1.153 -1.918 0.303 0.14
H 0.025 0.875 -0.012 0.10
H 1.204 -1.926 0.191 0.14
H 3.565 -2.125 -0.029 0.14
H 6.056 1.300 0.001 0.14
H 1.861 1.814 0.089 0.12
H -1.781 1.830 0.197 0.13
C -1.736 -4.498 11.172 -0.13
C -1.556 -3.602 10.013 -0.61
C -1.320 -2.268 10.060 -0.15
C -1.211 -1.658 8.774 -0.15
C -1.374 -2.521 7.753 -0.39
B -1.370 -2.167 6.192 -0.92
C -0.153 -2.914 5.474 -0.40
C 1.045 -2.370 5.192 -0.15
C 1.939 -3.269 4.540 -0.17
C 1.415 -4.503 4.335 -0.62
C 2.094 -5.644 3.691 -0.13
S -0.212 -4.562 4.952 1.07
O -2.660 -2.626 5.574 0.00
C -3.381 -1.421 5.302 -0.48
C -4.285 -1.618 4.081 -0.02
C -4.217 -1.095 6.541 -0.01
C -2.241 -0.330 5.073 -0.47
C -1.646 -0.458 3.669 -0.02
C -2.719 1.103 5.324 -0.01
O -1.222 -0.680 6.015 0.02
S -1.609 -4.125 8.354 1.06
H -1.621 -3.958 12.113 0.07
H -2.730 -4.949 11.160 0.07
H -1.002 -5.305 11.154 0.07
H -1.228 -1.717 10.984 0.10
H -1.030 -0.605 8.622 0.11
H 1.290 -1.347 5.436 0.11
H 2.938 -2.994 4.239 0.09
H 3.109 -5.381 3.388 0.07
H 2.155 -6.492 4.374 0.07
H 1.548 -5.966 2.804 0.06
H -4.804 -0.698 3.820 0.08
H -3.712 -1.951 3.218 0.06
H -5.031 -2.383 4.289 0.09
H -4.820 -0.201 6.394 0.08
H -4.883 -1.924 6.772 0.09
H -3.569 -0.943 7.402 0.09
H -2.366 -0.173 2.905 0.05
H -0.770 0.179 3.568 0.09
H -1.332 -1.485 3.489 0.09
H -3.533 1.371 4.652 0.08
H -3.060 1.229 6.349 0.08
H -1.903 1.805 5.166 0.08
```

Calculated values
- Total energy: -2570.99018 a.u.
- ΔE to the lowest compared entry with this formula, charge and spin: 360.3 kJ/mol
- Charge: 0
- Highest occupied orbital energy: -6.308 eV

[4]
C39H52N4O2RuSe | the ωB97M-V functional and the def2-TZVPD basis

The geometry in XYZ format:
```
99
Properties=species:S:1:pos:R:3:lowdin_charge:R:1
Ru 0.511 -2.106 1.267 1.21
C -2.615 0.242 -5.815 -0.05
C -2.386 1.203 -4.638 -0.56
C -3.752 1.611 -4.079 -0.07
C -1.690 2.479 -5.137 -0.05
C -1.521 0.505 -3.591 -0.19
C -1.985 0.166 -2.333 -0.08
C -1.146 -0.467 -1.432 -0.41
Se -1.762 -0.840 0.351 1.12
C -1.173 0.823 1.159 -0.38
C -1.972 1.925 0.881 -0.08
C -1.677 3.163 1.416 -0.19
C -0.571 3.228 2.272 0.01
C 0.243 2.153 2.572 -0.08
C -0.034 0.875 1.984 -0.37
O 0.729 -0.151 2.217 -0.23
C 1.411 2.295 3.550 -0.53
C 2.732 1.917 2.863 -0.04
C 1.156 1.370 4.752 -0.04
C 1.564 3.720 4.094 -0.08
C -2.488 4.420 1.119 -0.56
C -1.576 5.462 0.453 -0.05
C -3.663 4.138 0.180 -0.07
C -3.048 4.992 2.430 -0.05
C 0.189 -0.833 -1.723 -0.39
O 0.903 -1.489 -0.862 -0.25
C 0.672 -0.468 -3.022 -0.08
C -0.197 0.172 -3.889 0.01
C 2.087 -0.841 -3.480 -0.53
C 2.111 -2.341 -3.822 -0.04
C 2.520 -0.061 -4.728 -0.08
C 3.142 -0.564 -2.396 -0.05
H -3.173 0.730 -6.619 0.08
H -3.180 -0.627 -5.475 0.09
H -1.665 -0.109 -6.219 0.08
H -4.326 2.127 -4.851 0.08
H -3.640 2.287 -3.230 0.08
H -4.325 0.740 -3.761 0.08
H -2.356 3.044 -5.795 0.08
H -0.781 2.252 -5.694 0.07
H -1.423 3.113 -4.291 0.09
H -2.993 0.396 -2.015 0.09
H -2.822 1.776 0.228 0.08
H -0.348 4.183 2.726 0.09
H 2.696 0.895 2.494 0.07
H 3.562 2.005 3.569 0.08
H 2.925 2.582 2.018 0.09
H 1.066 0.335 4.434 0.06
H 0.228 1.657 5.252 0.09
H 1.972 1.438 5.474 0.08
H 1.749 4.441 3.294 0.08
H 2.418 3.749 4.774 0.08
H 0.681 4.027 4.657 0.08
H -1.155 5.057 -0.469 0.09
H -0.751 5.736 1.110 0.07
H -2.137 6.368 0.211 0.08
H -3.312 3.770 -0.786 0.08
H -4.229 5.056 0.010 0.08
H -4.340 3.399 0.612 0.09
H -2.245 5.268 3.113 0.07
H -3.673 4.247 2.925 0.09
H -3.652 5.882 2.233 0.08
H 0.171 0.434 -4.873 0.09
H 1.299 -2.594 -4.507 0.09
H 2.000 -2.928 -2.913 0.05
H 3.059 -2.605 -4.298 0.08
H 1.939 -0.352 -5.605 0.08
H 3.569 -0.277 -4.940 0.08
H 2.417 1.015 -4.575 0.09
H 2.916 -1.106 -1.485 0.06
H 3.182 0.503 -2.169 0.09
H 4.126 -0.884 -2.752 0.08
C 0.743 -4.382 -1.074 -0.11
N 0.126 -4.478 0.244 -0.29
C -1.295 -4.783 0.126 -0.10
C 0.827 -5.468 1.069 -0.17
C 1.831 -4.844 2.004 -0.25
C 2.562 -5.664 2.858 -0.07
C 3.394 -5.112 3.818 -0.10
C 3.511 -3.734 3.920 -0.10
C 2.809 -2.920 3.039 -0.12
C 1.968 -3.465 2.066 -0.18
H 0.704 -5.346 -1.607 0.09
H 1.782 -4.073 -0.964 0.09
H 0.219 -3.633 -1.664 0.07
H -1.464 -5.758 -0.356 0.09
H -1.776 -4.005 -0.466 0.08
H -1.750 -4.785 1.115 0.07
H 1.315 -6.218 0.432 0.12
H 0.095 -6.001 1.681 0.12
H 2.449 -6.742 2.790 0.11
H 3.937 -5.757 4.498 0.09
H 4.136 -3.292 4.685 0.10
H 2.899 -1.843 3.139 0.09
N -1.039 -2.767 2.714 0.00
C -0.774 -2.446 3.826 -0.36
N -0.708 -2.130 5.040 0.09
C 0.270 -2.080 5.899 -0.41
N 1.063 -2.003 6.742 0.08
```

Calculated values
- Total energy: -4383.17441 a.u.
- Multiplicity: 2
- ΔE to the lowest compared entry with this formula, charge and spin: 253.1 kJ/mol
- Charge: -1
- Highest occupied orbital energy (alpha / beta): -4.912 / -4.891 eV